1.
{"formula": "C5H7ClFN", "method": "ωB97M-V with the def2-TZVPD basis set", "symbols": ["C", "C", "C", "C", "C", "H", "H", "H", "H", "H", "H", "H", "N", "F", "Cl"], "xyz": [[1.2688, -0.4521, -0.1664], [0.1434, -0.9573, 0.7308], [-1.2676, -0.5641, 0.2774], [1.5927, 0.9791, -0.0876], [2.0239, 2.1349, -0.3035], [2.8495, -0.9203, 0.7854], [1.9566, -2.2245, 0.4039], [0.6468, -0.5392, -1.1287], [0.1210, -0.6186, 1.8365], [0.1190, -2.0903, 0.6797], [-1.7891, -1.0205, 1.1902], [2.2925, 3.2172, -0.0006], [2.4283, -1.3188, -0.1127], [-1.6235, -1.2650, -0.9014], [-1.8324, 1.0570, 0.1430]], "e_tot_ev": -22024.802, "multiplicity": 1, "homo_energy_ha": -0.36080, "relative_energy_ev": 3.497, "charge": 0, "lumo_energy_ev": 0.646}

=====

2.
{"formula": "C5H7ClN2OS", "method": "ωB97M-V with the def2-TZVPD basis set", "symbols": ["C", "C", "C", "C", "C", "N", "N", "O", "S", "Cl", "H", "H", "H", "H", "H", "H", "H"], "xyz": [[1.3052, -1.5813, -0.1191], [2.3586, 0.6137, -0.3624], [1.9759, -0.6838, -0.8589], [0.7392, -0.0386, 1.4307], [-3.0960, -0.0488, -0.3046], [0.8397, -1.2531, 1.1048], [1.4320, 0.9512, 0.7867], [3.0357, 1.4978, -0.8090], [-1.3953, 0.6096, -0.4887], [-0.1152, 0.4402, 2.8822], [1.1117, -2.5808, -0.5254], [2.3338, -1.1038, -1.7509], [-1.9212, 1.8360, -0.9433], [-3.5597, 0.2436, 0.5431], [-2.7839, -1.0628, -0.3876], [-3.6989, 0.2933, -1.2298], [1.4386, 1.8676, 1.0322]], "e_tot_ev": -33682.831, "multiplicity": 1, "homo_energy_ha": -0.33719, "relative_energy_ev": 0.912, "charge": 0, "lumo_energy_ev": 0.295}

=====

3.
{"formula": "C5H7ClN3O3S", "method": "ωB97M-V with the def2-TZVPD basis set", "symbols": ["C", "C", "C", "C", "C", "N", "N", "N", "O", "O", "O", "S", "Cl", "H", "H", "H", "H", "H", "H", "H"], "xyz": [[0.3376, -0.1217, -0.8805], [-0.7058, -2.2198, -1.3796], [0.1871, -1.4381, 0.9585], [0.8061, -0.1168, 1.2279], [0.1799, 0.4700, -2.1722], [-0.9919, 1.0852, 2.1845], [-0.0404, -1.4184, -0.4834], [0.8956, 0.5932, 0.1141], [-0.8671, -1.9751, -2.5212], [-1.2190, 3.5316, 2.9322], [0.4570, 2.9157, 1.0208], [-0.6528, 2.4956, 2.1362], [-1.1643, -3.7180, -0.6965], [0.9744, -2.2274, 1.0540], [-0.8436, -1.6201, 1.5159], [1.1621, 0.1253, 2.1574], [0.4892, 1.5020, -2.1546], [-0.7195, 0.0610, -2.6286], [0.9040, -0.0511, -2.7568], [0.8111, 2.1268, 0.3720]], "e_tot_ev": -39257.535, "multiplicity": 1, "homo_energy_ha": -0.52300, "relative_energy_ev": 2.188, "charge": 1, "lumo_energy_ev": -6.021}

=====

4.
{"formula": "C5H7ClN5", "method": "ωB97M-V with the def2-TZVPD basis set", "symbols": ["C", "C", "C", "C", "C", "N", "N", "N", "N", "N", "Cl", "H", "H", "H", "H", "H", "H", "H"], "xyz": [[-0.4018, 1.6396, 1.0422], [1.1358, -0.8487, 0.8164], [1.8186, 0.0107, 0.0071], [-0.2395, -1.1776, 0.6266], [-0.2164, 0.4578, -1.1098], [-0.4310, 2.0033, 2.1391], [1.0923, 0.6712, -0.9618], [-0.8343, -0.5933, -0.4834], [-0.9987, -2.0358, 1.3244], [-0.8937, 1.1101, -2.1547], [3.4985, 0.3537, 0.2998], [1.5291, -1.2159, 1.7375], [1.3969, 1.6223, -1.1105], [-1.5540, -1.0394, -0.9990], [-0.6131, -2.0946, 2.2263], [-1.9911, -1.7697, 1.4924], [-0.4168, 1.7925, -2.7205], [-1.8809, 1.1136, -2.1722]], "e_tot_ev": -25262.218, "multiplicity": 1, "homo_energy_ha": -0.46576, "relative_energy_ev": 2.273, "charge": 1, "lumo_energy_ev": -5.497}

=====

5.
{"formula": "C5H7ClO", "method": "ωB97M-V with the def2-TZVPD basis set", "symbols": ["C", "C", "C", "C", "C", "H", "H", "H", "H", "H", "H", "H", "O", "Cl"], "xyz": [[-0.2315, -0.9809, -0.4517], [0.9302, -0.3927, -0.7741], [0.9409, 0.9075, 0.1753], [-0.5159, 1.3477, 0.3358], [-1.1781, 0.2661, -0.3065], [-1.1770, -1.5177, 1.5000], [-0.9894, -1.6905, -1.2102], [1.2305, -0.1374, -1.8598], [1.6920, -0.9357, -0.3144], [1.5459, 1.7272, -0.0877], [1.6196, 0.5916, 1.1333], [-0.8450, 2.2661, 1.0262], [-0.1163, -1.4421, 0.9384], [-2.9059, -0.0092, -0.1046]], "e_tot_ev": -19863.872, "multiplicity": 1, "homo_energy_ha": -0.32695, "relative_energy_ev": 4.081, "charge": 0, "lumo_energy_ev": 0.655}

=====

6.
{"formula": "C5H7ClO2", "method": "ωB97M-V with the def2-TZVPD basis set", "symbols": ["C", "C", "C", "C", "C", "O", "O", "Cl", "H", "H", "H", "H", "H", "H", "H"], "xyz": [[-1.1815, 1.9376, -0.4627], [-0.6650, 0.7656, -0.3902], [-3.1921, -0.6533, 0.0719], [0.6577, -0.7651, 1.0015], [0.3692, -0.2530, -0.4150], [-3.5048, -1.7900, 0.1755], [0.0668, -1.2994, -1.3113], [-4.2867, 0.6970, 0.2068], [-0.6191, 2.8435, -0.6735], [-2.2453, 2.1049, -0.3126], [1.4548, -1.5019, 0.9629], [0.9648, 0.0579, 1.6445], [-0.2362, -1.2244, 1.4221], [1.2870, 0.2022, -0.8320], [-0.7528, -1.7219, -1.0222]], "e_tot_ev": -21911.346, "multiplicity": 1, "homo_energy_ha": [-0.30043, -0.33889], "relative_energy_ev": 4.376, "charge": 0, "lumo_energy_ev": [-1.346, -0.121]}

=====

7.
{"formula": "C5H7ClOS", "method": "ωB97M-V with the def2-TZVPD basis set", "symbols": ["C", "C", "C", "C", "C", "H", "H", "H", "H", "H", "H", "H", "O", "S", "Cl"], "xyz": [[-0.7968, -1.2487, 0.7703], [0.4702, -1.1149, 1.6923], [1.0633, 0.0050, -0.9884], [0.0187, 0.9596, -1.2312], [-0.3882, 1.9951, -0.3305], [-0.4703, -1.4112, -0.4720], [-1.6855, -0.0963, 0.9602], [0.7875, -1.0467, -1.4066], [1.9217, 0.3512, -1.5958], [-0.4736, 0.7618, -2.3361], [0.1846, 2.4573, 0.7288], [-1.1958, 2.5242, -0.7725], [0.4534, -1.3432, 2.7907], [1.7741, -0.0490, 0.7294], [-1.6634, -2.7443, 1.4615]], "e_tot_ev": -30698.520, "multiplicity": 1, "homo_energy_ha": -0.35552, "relative_energy_ev": 4.855, "charge": 0, "lumo_energy_ev": 0.110}

=====

8.
{"formula": "C5H7ClS2", "method": "ωB97M-V with the def2-TZVPD basis set", "symbols": ["C", "C", "C", "C", "C", "H", "H", "H", "H", "H", "H", "H", "S", "S", "Cl"], "xyz": [[-1.5868, -2.4420, -1.5733], [-0.7240, -1.8911, -0.4979], [0.0990, 0.4194, 0.7692], [0.3409, 1.9297, 0.7092], [-0.3199, 2.8949, 1.3109], [-1.6035, -3.5757, -1.4047], [-2.5536, -2.0463, -1.5840], [-1.1536, -2.1924, -2.5425], [1.0651, -0.0194, 0.8634], [-0.5534, 0.3097, 1.6822], [-0.0615, 3.9683, 1.3586], [-1.2368, 2.6729, 1.9147], [0.0114, -2.7385, 0.6930], [-0.6327, -0.1350, -0.7187], [1.7166, 2.4348, -0.2462]], "e_tot_ev": -39490.295, "multiplicity": 1, "homo_energy_ha": -0.32478, "relative_energy_ev": 0.788, "charge": 0, "lumo_energy_ev": -0.149}

=====

9.
{"formula": "C5H7CoO4", "method": "ωB97M-V with the def2-TZVPD basis set", "symbols": ["H", "Co", "O", "O", "C", "C", "O", "C", "H", "H", "H", "H", "H", "O", "C", "C", "H"], "xyz": [[-2.2409, -2.3425, -0.2721], [0.5862, -3.0590, -1.4841], [-0.5285, -3.4520, -0.0650], [-0.9520, -1.4485, 1.0222], [-0.0076, -0.4317, 0.7275], [-0.2383, -0.1732, -0.7517], [-0.5407, -1.5209, -1.2197], [-1.1536, -2.2773, -0.0913], [-0.2252, 0.4392, 1.3554], [1.0181, -0.7867, 0.9143], [0.6468, 0.1761, -1.2925], [-1.1259, 0.4478, -0.9274], [0.2462, 3.1846, -0.7916], [2.7848, 2.7599, 1.0093], [0.4306, 2.8874, 0.2416], [1.6782, 2.8326, 0.6637], [-0.3781, 2.7642, 0.9616]], "e_tot_ev": -51092.023, "multiplicity": 5, "homo_energy_ha": [-0.66114, -0.66299], "relative_energy_ev": 0.760, "s2": 6.02, "charge": 2, "lumo_energy_ev": [-9.143, -12.708]}

=====

10.
{"formula": "C5H7F2O2P", "method": "ωB97M-V with the def2-TZVPD basis set", "symbols": ["C", "C", "C", "C", "C", "O", "O", "F", "F", "P", "H", "H", "H", "H", "H", "H", "H"], "xyz": [[0.6823, -1.0404, -0.8616], [-1.5351, -2.1111, 0.1377], [-0.9403, 0.8815, 2.5506], [1.3630, 0.2903, -1.1736], [0.1897, 1.1388, -1.4813], [-1.2883, -2.9997, -0.4787], [-0.6426, 0.7834, 1.0582], [1.2914, -1.9416, 0.0237], [2.0410, 0.1266, -2.3531], [-0.9106, 0.0124, -0.3272], [-1.2473, -0.0629, 2.9304], [-1.7562, 1.6156, 2.7441], [-0.0535, 1.2410, 3.0449], [0.6127, -1.6563, -1.6975], [2.1647, 0.7117, -0.3848], [-0.0939, 0.9004, -2.5677], [0.1231, 2.1103, -1.1641]], "e_tot_ev": -24113.707, "multiplicity": 1, "homo_energy_ha": -0.29458, "relative_energy_ev": 0.341, "charge": 0, "lumo_energy_ev": 0.592}

=====

11.
{"formula": "C5H7F3N", "method": "ωB97M-V with the def2-TZVPD basis set", "symbols": ["C", "C", "C", "C", "C", "N", "F", "F", "F", "H", "H", "H", "H", "H", "H", "H"], "xyz": [[0.8686, -0.9122, 0.6600], [-0.5934, -0.8248, 0.5160], [-0.7788, 0.4533, -0.2960], [0.6688, 0.6090, -0.9601], [4.2595, 0.0993, 0.0137], [1.4911, -0.1253, -0.0841], [4.7241, -0.7129, 0.8870], [4.2369, -0.3552, -1.2317], [4.3647, 1.3765, 0.1946], [1.3967, -1.5883, 1.3764], [-0.8817, -1.8008, 0.1427], [-0.8799, -0.5805, 1.4926], [-1.6234, 0.6060, -0.9986], [-0.8902, 1.2316, 0.3802], [0.8257, 0.0836, -1.9011], [0.9583, 1.6226, -1.0219]], "e_tot_ev": -14930.226, "multiplicity": 1, "homo_energy_ha": [-0.53547, -0.53550], "relative_energy_ev": 0.999, "charge": 1, "lumo_energy_ev": [-7.116, -7.115]}

=====

12.
{"formula": "C5H7F3S", "method": "ωB97M-V with the def2-TZVPD basis set", "symbols": ["C", "C", "C", "C", "C", "F", "F", "F", "S", "H", "H", "H", "H", "H", "H", "H"], "xyz": [[-0.2964, 0.6777, 0.8055], [0.9266, -1.1429, -0.6115], [-0.4144, 0.8464, -1.8174], [0.2560, 0.2193, -0.6175], [-0.5778, -0.2018, 2.0575], [-0.5295, 0.5708, 3.1775], [-1.8078, -0.8275, 2.0441], [0.3578, -1.1850, 2.2598], [1.2140, 1.3416, 0.3206], [-1.2543, 1.2022, 0.6340], [1.5548, -1.1248, 0.1870], [1.6319, -1.3649, -1.5021], [0.3109, -2.0024, -0.5420], [-0.3900, 1.8500, -1.7070], [-1.3084, 0.5072, -2.1379], [0.3268, 0.6340, -2.5508]], "e_tot_ev": -24285.169, "multiplicity": 1, "homo_energy_ha": -0.34360, "relative_energy_ev": 0.000, "charge": 0, "lumo_energy_ev": 0.708}

=====

13.
{"formula": "C5H7F5N", "method": "ωB97M-V with the def2-TZVPD basis set", "symbols": ["C", "C", "C", "C", "C", "N", "F", "F", "F", "F", "F", "H", "H", "H", "H", "H", "H", "H"], "xyz": [[-0.8663, -0.8721, -1.3409], [-0.7486, -0.3171, 0.9766], [0.4936, 0.9707, -0.5238], [-1.0289, -0.1795, -3.8839], [-1.6000, 1.1485, -3.5442], [-0.3800, -0.1499, -0.4414], [0.1748, -0.2772, -4.3301], [-1.8513, -1.0605, -4.3991], [-2.2892, 1.5909, -4.6404], [-2.4521, 1.1023, -2.5528], [-0.6536, 1.9767, -3.2087], [-1.3526, -1.7514, -1.2032], [-1.3194, 0.6817, 1.2146], [0.0629, -0.5292, 1.6870], [-1.1905, -1.2648, 1.0394], [0.5236, 1.3210, -1.6130], [1.4393, 0.6295, -0.2958], [0.1214, 1.8552, 0.1197]], "e_tot_ev": -20364.219, "multiplicity": 1, "homo_energy_ha": [-0.52072, -0.54141], "relative_energy_ev": 3.084, "charge": 1, "lumo_energy_ev": [-6.129, -5.606]}

=====

14.
{"formula": "C5H7F6NO2", "method": "ωB97M-V with the def2-TZVPD basis set", "symbols": ["C", "C", "C", "C", "C", "N", "O", "O", "F", "F", "F", "F", "F", "F", "H", "H", "H", "H", "H", "H", "H"], "xyz": [[0.3833, -1.4875, -1.6121], [-0.6183, 1.1082, 1.8555], [1.9319, 0.2772, -1.2557], [2.1148, 1.7608, -1.3823], [2.8278, -0.4408, -0.1995], [0.9768, -0.2243, -1.8402], [-1.6199, 1.5989, 0.9697], [-1.0217, 1.6644, -0.3315], [3.2624, 2.0074, -1.9398], [1.1353, 2.2341, -2.1618], [2.0220, 2.3849, -0.2195], [3.7086, 0.4043, 0.3656], [3.5566, -1.4003, -0.7420], [2.1456, -1.0889, 0.7275], [-0.6296, -1.3740, -1.6968], [0.9752, -2.1733, -2.2821], [0.5873, -1.8397, -0.5372], [0.0760, 0.4718, 1.2644], [-1.1989, 0.4855, 2.5294], [-0.0406, 1.9292, 2.3290], [-1.0877, 2.5737, -0.5071]], "e_tot_ev": -27184.623, "multiplicity": 1, "homo_energy_ha": -0.37478, "relative_energy_ev": 0.000, "charge": 0, "lumo_energy_ev": 0.420}

=====

15.
{"formula": "C5H7FINO", "method": "ωB97M-V with the def2-TZVPD basis set", "symbols": ["C", "C", "C", "C", "C", "N", "O", "F", "I", "H", "H", "H", "H", "H", "H", "H"], "xyz": [[-1.7818, -2.1579, -0.4708], [0.3008, -0.9333, -0.0382], [-0.3624, -2.3509, -0.1099], [-0.7135, 0.1129, 0.2971], [-0.3000, 1.5989, -0.0354], [-1.8485, -0.2016, -0.5198], [-2.8270, -2.7355, -0.6259], [-0.3179, -3.1465, 0.9739], [-3.6813, 0.3326, 0.0565], [1.0526, -1.0411, 0.7422], [0.7909, -0.6437, -1.0362], [0.0906, -2.8922, -0.8277], [-0.9598, 0.0641, 1.3329], [0.5177, 1.9693, 0.5007], [-1.0497, 2.3732, 0.1597], [0.1108, 1.7136, -1.0243]], "e_tot_ev": -19651.281, "multiplicity": 1, "homo_energy_ha": -0.30719, "relative_energy_ev": 0.000, "charge": 0, "lumo_energy_ev": -0.008}